Record 1
114
Properties=species:S:1:pos:R:3:lowdin_charge:R:1 method="wB97M-V/def2-TZVPD" homo_energy_ev="-14.41 / -14.41" gap_ha="0.156 / 0.141" charge=+3
Sn -4.78868 -22.69650 0.56449 1.23
N -6.65834 -25.07113 -1.12907 0.18
C -7.44305 -24.52147 -0.16625 -0.42
N -8.68368 -24.91376 -0.07448 0.19
C -9.52193 -24.16895 0.67087 -0.37
N -10.87470 -24.38055 0.55231 0.21
N -9.10142 -23.22512 1.50297 0.20
C -7.82501 -22.94929 1.50228 -0.27
N -6.90854 -23.57863 0.70362 -0.02
C -7.41317 -21.85785 2.33231 -0.21
C -8.32214 -21.19961 3.18132 0.04
C -7.93969 -20.03991 3.75082 0.00
C -6.58505 -19.66079 3.63373 0.01
C -5.72314 -20.40497 2.84485 -0.09
N -6.13479 -21.51432 2.21598 -0.02
H -7.11221 -25.70282 -1.78202 0.12
H -5.76903 -24.64541 -1.42427 0.08
H -11.17026 -24.99117 -0.18336 0.12
H -11.48418 -23.77489 1.08775 0.13
H -9.29839 -21.63657 3.21951 0.12
H -8.58415 -19.43072 4.37728 0.14
H -6.21390 -18.83439 4.25266 0.13
H -4.65601 -20.17021 2.65504 0.12
O -1.41854 -21.91643 -4.37791 -0.54
S -1.49754 -20.40605 -4.29694 0.99
C -0.05706 -19.84011 -3.36876 -0.34
C 0.45515 -20.82821 -2.34681 -0.22
C -0.39991 -21.09252 -1.06050 -0.27
C -0.03667 -20.23568 0.07780 -0.32
S -1.20252 -20.37608 1.53390 0.98
O -2.62976 -20.60126 1.02968 -0.65
C -1.22095 -18.66079 2.04132 -0.42
C -0.71815 -18.29251 3.28960 -0.07
C -0.67725 -16.94035 3.59101 -0.06
C -1.04060 -15.96227 2.66717 -0.06
C -1.57853 -16.34354 1.45399 -0.04
C -1.72114 -17.72976 1.16812 -0.09
C -2.90705 -19.99188 -3.34412 -0.40
C -3.72252 -21.04972 -2.93545 -0.10
C -4.96291 -20.72232 -2.42237 -0.12
C -5.34508 -19.35963 -2.25495 -0.07
C -4.57202 -18.37372 -2.79394 -0.09
C -3.30608 -18.64261 -3.28543 -0.06
H -0.21860 -18.86346 -2.87911 0.10
H 0.72853 -19.62745 -4.15057 0.12
H 1.49792 -20.51173 -1.95708 0.15
H 0.37320 -21.81194 -2.92515 0.10
H -0.34355 -22.13292 -0.71786 0.10
H -1.48038 -20.94026 -1.21749 0.09
H 0.07443 -19.16382 -0.22407 0.11
H 0.92687 -20.55722 0.53636 0.11
H -0.42860 -19.02546 4.02081 0.11
H -0.39893 -16.58000 4.58757 0.12
H -1.02687 -14.91182 2.93163 0.12
H -1.95078 -15.60085 0.74030 0.12
H -2.27503 -18.05820 0.29389 0.11
H -3.38069 -22.06223 -2.97213 0.09
H -5.65511 -21.51706 -2.18657 0.07
H -6.23632 -19.09233 -1.66880 0.12
H -4.88575 -17.29415 -2.88381 0.14
H -2.68032 -17.86710 -3.75126 0.13
S -3.97134 -24.63277 2.11305 0.67
C -2.26986 -24.42503 1.81812 -0.69
C -1.41637 -23.69171 2.67852 -0.08
C -0.02054 -23.71569 2.49961 -0.04
C 0.57294 -24.40128 1.41041 0.01
C -0.28299 -25.12639 0.54709 -0.04
C -1.64739 -25.12922 0.75286 -0.09
H -1.85224 -23.08189 3.48400 0.13
H 0.65695 -23.15559 3.11814 0.12
H 1.67379 -24.49233 1.38216 0.14
H 0.15104 -25.66362 -0.27867 0.10
H -2.28078 -25.69076 0.09411 0.10
O -4.77183 -25.85607 -4.00506 -0.28
P -3.89660 -26.75827 -4.84077 0.62
N -4.16942 -26.54943 -6.51236 -0.02
C -4.99997 -27.34014 -7.37536 -0.14
C -5.55191 -26.39833 -8.46977 -0.13
C -4.55545 -25.20873 -8.52196 -0.12
C -3.92921 -25.22428 -7.11247 -0.13
N -4.31712 -28.34669 -4.47022 -0.21
C -5.29729 -28.89894 -3.49672 -0.18
C -5.40830 -30.41112 -3.85194 -0.15
C -4.04676 -30.72900 -4.49290 -0.16
C -3.45664 -29.42697 -5.07263 -0.17
N -2.26600 -26.38888 -4.62538 -0.19
C -1.10102 -26.81475 -5.43965 -0.16
C 0.01524 -25.90354 -4.92778 -0.14
C -0.40876 -25.40154 -3.54176 -0.16
C -1.83972 -25.82154 -3.33287 -0.20
H -5.73012 -27.93387 -6.85096 0.14
H -4.32560 -28.04861 -7.94655 0.18
H -6.56993 -26.07802 -8.11182 0.14
H -5.67136 -26.89678 -9.45502 0.14
H -5.04321 -24.26530 -8.78015 0.13
H -3.77262 -25.38597 -9.26582 0.12
H -4.34329 -24.39277 -6.47743 0.16
H -2.84832 -25.01563 -7.14213 0.13
H -6.33710 -28.45067 -3.78870 0.13
H -5.05688 -28.70205 -2.40081 0.13
H -6.25004 -30.44203 -4.58833 0.12
H -5.67929 -31.14122 -3.10754 0.11
H -4.16203 -31.50969 -5.23462 0.11
H -3.33403 -31.13479 -3.79831 0.11
H -3.52721 -29.44041 -6.19967 0.11
H -2.39651 -29.20118 -4.87543 0.09
H -1.37593 -26.65312 -6.53265 0.12
H -0.87642 -27.88110 -5.32490 0.10
H 0.18883 -25.06743 -5.60831 0.12
H 0.93418 -26.41808 -4.87943 0.10
H -0.29313 -24.31896 -3.48745 0.09
H 0.23824 -25.86725 -2.75534 0.12
H -2.52818 -25.00608 -2.97089 0.12
H -1.90816 -26.59225 -2.55167 0.11

Record 2
6
Properties=species:S:1:pos:R:3:lowdin_charge:R:1 method="wB97M-V/def2-TZVPD" homo_energy_ev=-2.95 gap_ha=0.110 charge=-1
Ca -1.03450 3.71028 -1.60481 0.08
P 0.22029 -0.69431 0.31904 -0.19
O -0.87103 -1.77700 0.33715 -0.18
O 1.29138 -1.50056 1.21805 -0.23
O -0.15985 0.57723 0.80261 -0.25
O 0.55371 -0.31565 -1.07205 -0.24

Record 3
47
Properties=species:S:1:pos:R:3:mulliken_spin:R:1 method="wB97M-V/def2-TZVPD" spin_multiplicity=6 s_squared=8.767 homo_energy_ev="-10.76 / -11.65" gap_ha="0.291 / 0.285" charge=+1
Fe 0.37353 -0.80531 0.35024 4.26
N 2.12692 -1.74932 1.13373 0.11
C 2.75855 -0.66044 1.95560 -0.02
C 4.11952 -0.43675 1.71288 -0.01
C 4.82807 0.55287 2.32671 0.00
C 4.16709 1.24697 3.33273 0.01
C 2.79629 1.05979 3.52745 0.00
C 2.04960 0.06128 2.87918 -0.01
C 0.53636 -0.22484 3.21208 -0.19
C 0.07655 -0.19688 4.54176 0.00
C -1.30552 -0.39784 4.74176 0.03
C -2.19300 -0.60299 3.72623 -0.01
C -1.77457 -0.60893 2.41625 -0.03
C -0.38157 -0.52415 2.18613 0.31
H 1.62905 -2.46603 1.70114 0.01
H 2.71538 -2.14402 0.41664 0.00
H 4.70169 -0.99981 1.00543 0.00
H 5.88284 0.74341 2.05179 0.00
H 4.66921 2.01351 3.86605 0.00
H 2.28408 1.59146 4.34779 0.00
H 0.77717 -0.05857 5.38112 0.00
H -1.64358 -0.42445 5.76397 0.00
H -3.22594 -0.73776 3.97541 0.00
H -2.50779 -0.69483 1.60103 0.01
C 1.60265 2.05110 0.15227 0.10
C 0.52733 1.13834 -0.30695 0.15
O -0.34289 1.37588 -1.11986 0.18
H 1.57562 2.99233 -0.44113 0.01
H 2.50509 1.62110 -0.12193 0.00
H 1.68540 2.25620 1.25851 0.00
C -2.78798 1.99207 -2.96777 0.00
C -2.57061 0.57252 -3.41850 0.00
C -2.95239 -0.07506 -4.50474 0.00
C -2.36167 -1.33165 -4.85068 0.00
N -1.48019 -1.95999 -4.03531 0.00
C -1.23522 -1.38928 -2.86053 0.02
S -0.40803 -2.20278 -1.60436 0.06
N -1.78496 -0.17972 -2.55810 0.00
C -2.85155 -1.95565 -6.09434 0.00
H -1.94040 2.62165 -3.27609 0.00
H -3.06160 2.06645 -1.92899 0.00
H -3.61927 2.34727 -3.51051 0.00
H -3.50539 0.45445 -5.31247 0.00
H -1.43004 0.23726 -1.66165 0.00
H -3.04226 -1.15014 -6.79258 0.00
H -3.81940 -2.27016 -5.72866 0.00
H -2.16217 -2.74856 -6.46873 0.00

Record 4
21
Properties=species:S:1:pos:R:3:mulliken_spin:R:1 method="wB97M-V/def2-TZVPD" spin_multiplicity=3 s_squared=2.013 homo_energy_ev="-7.39 / -12.36" gap_ha="0.122 / 0.147" charge=+1
C 2.20375 0.44955 -0.04347 0.71
C -1.95621 -0.33087 1.17712 0.02
C -2.01283 -1.29361 -0.11083 0.01
C -1.38229 0.87209 -0.74142 0.25
C -1.12065 1.93311 -1.47502 0.44
N 2.46440 0.63646 1.26394 0.04
N 1.94934 -0.69355 -0.55621 0.11
O -1.36370 0.85663 0.69883 0.17
O -1.33668 -0.46101 -1.10307 0.11
O 2.08405 -1.93289 0.12521 0.04
H -2.88676 -0.16114 1.61045 0.01
H -1.14960 -0.77741 1.82690 0.00
H -1.51272 -2.25713 -0.05876 0.00
H -3.05574 -1.33776 -0.36383 0.00
H -1.14341 2.96751 -1.09447 0.02
H -1.36543 1.84566 -2.47475 0.03
H 2.31009 1.28857 -0.70945 -0.01
H 2.57395 1.56640 1.62417 0.01
H 2.06906 -0.06896 1.93061 0.02
H 1.56628 -0.83287 -1.54069 0.00
H 3.06513 -2.26878 0.01474 0.03

So what do the calculations give for electronic energy? Going down the list: -4101.301819, -1319.835688, -2675.839154, -531.805243 Ha.
So what do the calculations give for energy relative to the best compared isomer or geometry (same formula, charge and spin)? Going down the list: 21.44, 132.61, 9.02, 45.33 kcal per mole.